(w)
DFT (wB97M-V/def2-TZVPD) results for a structure of composition FHN2O2S.

- HOMO-LUMO gap (spin up / spin down): 0.2931 / 0.2535 Eh
- Highest occupied orbital energy (spin up / spin down): -8.5 / -10.7 eV
- 2S+1: 3
- Total charge: 0

Last column: Mulliken spin population.
Geometry (Å):
S1 -1.335 1.062 -0.312  1.10
F1 -1.599 -1.459 -0.528  0.36
O1 0.722 1.256 1.086  0.04
O2 1.427 -0.555 0.240  0.01
N1 1.627 0.471 0.926  0.01
N2 -1.323 -0.015 -1.305  0.49
H1 0.481 -0.761 -0.107  0.00

(x)
DFT (wB97M-V/def2-TZVPD) results for a cluster of 2 separate species, FHN2O2S in total.

- HOMO-LUMO gap (spin up / spin down): 0.3908 / 0.2591 Eh
- Highest occupied orbital energy (spin up / spin down): -10.4 / -10.4 eV
- 2S+1: 3
- Total charge: 0

Last column: Mulliken spin population.
Geometry (Å):
S1 1.716 -0.596 -0.350  1.20
F1 0.198 1.272 1.359  0.06
O1 -1.291 -0.673 1.235  0.03
O2 -1.235 -0.429 -0.968  0.12
N1 -0.235 1.005 0.144  0.62
N2 -0.998 -0.134 0.187  -0.01
H1 1.845 -0.445 -1.607  -0.02

Most stable structure: (w)

(w)
DFT (wB97M-V/def2-TZVPD) results for the molecule C4H11NS2.

- HOMO-LUMO gap: 0.3557 Eh
- SMILES: CCNCCSS
- Highest occupied orbital energy: -9.1 eV
- Total charge: 0

Last column: Mulliken charge in e.
Geometry (Å):
S1 -2.087 -0.131 2.405  -0.22
S2 -1.722 -0.278 0.362  -0.08
N1 1.250 0.055 -1.440  -0.46
C1 2.811 1.671 -2.647  -1.11
C2 -0.266 -1.316 -0.011  -0.72
C3 2.567 0.825 -1.350  -0.35
C4 1.148 -0.511 -0.053  -0.39
H1 1.279 0.351 0.663  0.35
H2 -0.203 -2.269 0.478  0.43
H3 1.887 -1.211 0.087  0.35
H4 2.522 2.738 -2.502  0.28
H5 -3.054 -1.076 2.450  0.15
H6 3.850 1.797 -2.992  0.35
H7 0.685 0.738 -1.765  0.23
H8 2.222 1.170 -3.449  0.30
H9 3.327 0.041 -1.283  0.29
H10 2.627 1.406 -0.435  0.32
H11 -0.521 -1.539 -1.072  0.29

(x)
DFT (wB97M-V/def2-TZVPD) results for the molecule C4H11NS2.

- HOMO-LUMO gap: 0.3550 Eh
- SMILES: CCSSCCN
- Highest occupied orbital energy: -8.9 eV
- Total charge: 0

Last column: Mulliken charge in e.
Geometry (Å):
S1 -1.251 0.163 -0.777  -0.11
S2 -0.123 1.452 0.345  -0.13
N1 -1.786 -1.169 2.227  -0.56
C1 1.489 1.412 -0.493  -0.40
C2 -0.881 -1.501 -0.105  -0.50
C3 1.460 1.983 -1.904  -1.08
C4 -0.668 -1.579 1.401  -0.69
H1 0.820 1.375 -2.537  0.32
H2 -0.418 -2.614 1.644  0.38
H3 0.212 -1.007 1.691  0.33
H4 1.867 0.385 -0.490  0.26
H5 1.063 2.998 -1.900  0.29
H6 2.142 2.008 0.147  0.38
H7 -1.755 -2.106 -0.363  0.36
H8 -0.023 -1.908 -0.639  0.31
H9 -2.007 -0.193 2.067  0.24
H10 2.476 2.004 -2.309  0.35
H11 -2.615 -1.703 1.995  0.25

Most stable structure: (x)

(w)
DFT (wB97M-V/def2-TZVPD) results for a cluster of 2 separate species, CH4O2S in total.

- HOMO-LUMO gap (spin up / spin down): 0.2854 / 0.3179 Eh
- Highest occupied orbital energy (spin up / spin down): -9.6 / -9.6 eV
- Total charge: 0

Last column: Mulliken charge in e.
Geometry (Å):
S1 0.998 -0.281 -0.588  0.59
O1 1.009 0.764 -1.557  -0.47
O2 0.944 -1.579 -1.207  -0.45
C1 -1.230 0.249 0.832  -0.93
H1 -1.153 -0.026 1.791  0.39
H2 -1.516 -0.474 0.105  0.36
H3 2.284 0.067 0.280  0.19
H4 -1.337 1.279 0.345  0.32

(x)
DFT (wB97M-V/def2-TZVPD) results for a cluster of 2 separate species, CH4O2S in total.

- HOMO-LUMO gap (spin up / spin down): 0.3474 / 0.3275 Eh
- Highest occupied orbital energy (spin up / spin down): -10.4 / -9.1 eV
- Total charge: 0

Last column: Mulliken charge in e.
Geometry (Å):
S1 -0.199 -1.136 0.133  0.34
O1 -2.199 0.867 0.411  -0.41
O2 -1.149 -0.304 -0.637  -0.33
C1 1.387 -0.221 0.089  -0.72
H1 1.369 0.437 -0.770  0.26
H2 2.176 -0.961 -0.007  0.30
H3 -2.908 0.976 -0.225  0.30
H4 1.522 0.342 1.005  0.27

Most stable structure: (x)

(w)
DFT (wB97M-V/def2-TZVPD) results for the molecule H4S2Si.

- HOMO-LUMO gap: 0.3692 Eh
- SMILES: S[SiH2]S
- Highest occupied orbital energy: -9.5 eV
- Total charge: 0

Last column: Mulliken charge in e.
Geometry (Å):
S1 1.566 0.549 0.097  -0.33
S2 -1.939 0.555 0.062  -0.30
Si1 -0.179 -0.735 0.019  0.52
H1 0.189 -1.508 -1.177  -0.09
H2 -1.229 1.484 0.804  0.17
H3 -0.023 -1.275 1.287  -0.09
H4 1.615 0.929 -1.092  0.12

(x)
DFT (wB97M-V/def2-TZVPD) results for the molecule H4S2Si.

- HOMO-LUMO gap: 0.3718 Eh
- SMILES: S[SiH2]S
- Highest occupied orbital energy: -9.5 eV
- Total charge: 0

Last column: Mulliken charge in e.
Geometry (Å):
S1 -1.779 0.515 -0.164  -0.33
S2 1.784 0.515 -0.118  -0.31
Si1 -0.014 -0.743 -0.103  0.48
H1 -0.388 -1.575 -1.264  -0.10
H2 0.060 -1.439 1.306  -0.04
H3 1.709 1.638 -0.728  0.14
H4 -1.372 1.088 1.072  0.16

Most stable structure: (w)

(w)
DFT (wB97M-V/def2-TZVPD) results for the ion C2H5NO2 with charge +1.

- HOMO-LUMO gap (spin up / spin down): 0.4736 / 0.2653 Eh
- Highest occupied orbital energy (spin up / spin down): -17.3 / -17.0 eV
- 2S+1: 2
- Total charge: +1

Last column: Mulliken spin population.
Geometry (Å):
O1 -0.862 1.549 0.520  0.19
O2 1.644 -0.694 -0.315  0.27
N1 -0.594 -0.494 -0.326  0.71
C1 0.626 -0.902 -0.913  -0.12
C2 -0.685 0.259 0.935  -0.03
H1 -0.013 1.947 0.264  -0.01
H2 -1.580 -0.082 1.465  0.01
H3 -1.415 -0.464 -0.942  -0.03
H4 0.206 0.063 1.542  0.01
H5 0.525 -1.432 -1.860  0.00

(x)
DFT (wB97M-V/def2-TZVPD) results for the ion C2H5NO2 with charge +1.

- HOMO-LUMO gap (spin up / spin down): 0.4444 / 0.2438 Eh
- Highest occupied orbital energy (spin up / spin down): -17.3 / -17.0 eV
- 2S+1: 2
- Total charge: +1

Last column: Mulliken spin population.
Geometry (Å):
O1 2.345 0.119 -0.677  0.41
O2 -1.533 -1.001 1.029  0.12
N1 -0.057 0.301 -0.530  0.59
C1 -0.432 0.025 0.818  -0.02
C2 1.221 0.303 -1.128  -0.13
H1 0.978 0.929 -2.021  0.03
H2 -0.879 0.453 -1.236  -0.03
H3 -0.954 0.879 1.246  0.03
H4 0.376 -0.212 1.441  0.01
H5 -1.065 -1.796 1.058  0.00

Most stable structure: (w)

(w)
DFT (wB97M-V/def2-TZVPD) results for a cluster of 2 separate species, C5H7NS in total.

- HOMO-LUMO gap: 0.2890 Eh
- SMILES: C=C=C=N.CC=S
- Highest occupied orbital energy: -8.2 eV
- Total charge: 0

Last column: Mulliken charge in e.
Geometry (Å):
S1 -0.107 1.222 0.626  -0.18
N1 -1.120 -1.813 0.644  -0.58
C1 1.439 0.661 0.742  -0.17
C2 -2.831 -0.117 0.205  -0.18
C3 -3.604 0.721 -0.406  -0.50
C4 2.096 -0.332 -0.198  -0.74
C5 -2.016 -1.100 0.277  0.50
H1 2.316 0.076 -1.219  0.27
H2 1.460 -1.194 -0.358  0.25
H3 -0.306 -1.765 1.256  0.29
H4 -3.689 1.655 0.115  0.25
H5 2.101 1.049 1.546  0.28
H6 -4.090 0.720 -1.432  0.22
H7 3.199 -0.508 0.082  0.27

(x)
DFT (wB97M-V/def2-TZVPD) results for the molecule C5H7NS.

- HOMO-LUMO gap: 0.3637 Eh
- SMILES: C#CC1(S)CNC1
- Highest occupied orbital energy: -9.1 eV
- Total charge: 0

Last column: Mulliken charge in e.
Geometry (Å):
S1 0.438 -0.664 -1.758  -0.25
N1 0.084 1.699 1.141  -0.46
C1 -0.862 1.251 0.115  -0.63
C2 0.018 -0.003 -0.106  0.98
C3 1.091 0.711 0.770  -0.67
C4 -0.921 -1.819 1.521  0.46
C5 -0.488 -1.068 0.711  -1.49
H1 -1.863 1.011 0.390  0.33
H2 -0.277 0.093 -2.567  0.14
H3 0.267 2.685 1.031  0.24
H4 1.948 0.957 0.117  0.26
H5 1.385 0.143 1.618  0.34
H6 -1.303 -2.501 2.277  0.43
H7 -0.782 1.903 -0.781  0.32

(y)
DFT (wB97M-V/def2-TZVPD) results for the molecule C5H7NS.

- HOMO-LUMO gap: 0.3479 Eh
- SMILES: C=CC(=C)/C=N\S
- Highest occupied orbital energy: -8.9 eV
- Total charge: 0

Last column: Mulliken charge in e.
Geometry (Å):
S1 1.922 0.222 -0.574  -0.10
N1 1.307 -0.123 0.948  -0.43
C1 0.084 -0.450 1.118  -0.12
C2 -1.021 -0.626 0.116  0.40
C3 -1.316 -1.822 -0.419  -0.89
C4 -1.723 0.619 -0.306  0.01
C5 -1.405 1.848 0.076  -0.84
H1 -2.098 -1.963 -1.129  0.31
H2 -0.788 -2.753 -0.166  0.26
H3 -0.282 -0.615 2.110  0.46
H4 -2.593 0.471 -0.987  0.23
H5 0.858 -0.063 -1.329  0.16
H6 -2.074 2.676 -0.227  0.24
H7 -0.645 2.124 0.765  0.32

Most stable structure: (y)